{
  "formula": "C24H32O24",
  "method": "wB97M-V/def2-TZVPD",
  "species": ["O", "C", "O", "C", "C", "O", "H", "H", "H", "H", "O", "C", "O", "C", "C", "O", "H", "H", "H", "H", "O", "C", "O", "C", "C", "O", "H", "H", "H", "H", "O", "C", "O", "C", "C", "O", "H", "H", "H", "H", "O", "C", "O", "C", "C", "O", "H", "H", "H", "H", "O", "C", "O", "C", "C", "O", "H", "H", "H", "H", "O", "C", "O", "C", "C", "O", "H", "H", "H", "H", "O", "C", "O", "C", "C", "O", "H", "H", "H", "H"],
  "coordinates": [[-0.165, -6.889, -0.693], [-0.882, -7.826, -1.104], [-0.440, -8.870, -1.885], [-1.496, -9.796, -1.965], [-2.461, -9.387, -0.847], [-2.227, -8.007, -0.908], [-1.912, -9.684, -2.966], [-1.122, -10.809, -1.821], [-2.725, -9.854, 0.102], [-3.492, -9.416, -1.199], [-4.421, -2.732, -1.256], [-5.151, -3.526, -0.613], [-4.758, -4.561, 0.197], [-5.800, -5.398, 0.605], [-7.000, -4.528, 0.316], [-6.463, -3.611, -0.671], [-5.720, -6.118, -0.210], [-5.632, -5.694, 1.640], [-7.308, -3.905, 1.156], [-7.625, -5.309, -0.119], [8.446, 5.782, 5.528], [7.805, 5.328, 4.644], [7.394, 3.968, 4.530], [6.896, 3.782, 3.230], [6.790, 5.194, 2.684], [7.453, 5.992, 3.537], [7.640, 3.210, 2.675], [5.908, 3.330, 3.152], [5.747, 5.509, 2.726], [7.040, 5.305, 1.629], [-0.386, 7.928, 1.352], [0.445, 7.561, 0.484], [1.255, 6.503, 0.561], [2.030, 6.347, -0.558], [1.438, 7.333, -1.480], [0.488, 8.146, -0.664], [3.087, 6.606, -0.497], [2.097, 5.287, -0.805], [1.025, 7.034, -2.443], [2.158, 8.113, -1.727], [3.691, 0.048, -5.092], [3.530, 1.096, -5.703], [3.599, 1.344, -7.021], [3.378, 2.707, -7.334], [2.681, 3.116, -5.991], [3.242, 2.165, -5.001], [4.384, 3.078, -7.531], [2.741, 2.784, -8.216], [1.644, 2.807, -6.117], [3.021, 4.129, -5.771], [-4.383, 1.304, 2.529], [-4.219, 2.361, 1.925], [-3.016, 2.762, 1.674], [-2.853, 3.837, 0.854], [-4.295, 4.108, 0.552], [-4.997, 2.984, 1.087], [-2.512, 4.606, 1.547], [-2.345, 3.725, -0.104], [-4.420, 4.122, -0.530], [-4.818, 5.016, 0.851], [-0.537, -3.849, 7.319], [-0.891, -3.788, 6.156], [-1.334, -4.883, 5.438], [-1.632, -4.398, 4.080], [-1.212, -2.892, 4.073], [-0.853, -2.678, 5.427], [-1.188, -5.041, 3.321], [-2.713, -4.432, 3.945], [-1.968, -2.213, 3.680], [-0.388, -2.911, 3.360], [2.909, 1.228, 0.258], [2.055, 0.506, -0.220], [1.952, -0.878, -0.234], [0.846, -1.331, -0.879], [0.455, -0.008, -1.680], [1.082, 1.003, -0.937], [1.222, -2.141, -1.504], [0.034, -1.615, -0.210], [-0.631, -0.034, -1.598], [0.782, -0.079, -2.718]],
  "mulliken_charge": [-0.55, 0.69, -0.32, -0.28, -0.31, -0.28, 0.26, 0.29, 0.30, 0.21, -0.59, 0.69, -0.29, -0.35, -0.30, -0.33, 0.26, 0.29, 0.32, 0.29, -0.48, 0.63, -0.33, -0.23, -0.30, -0.32, 0.26, 0.27, 0.21, 0.29, -0.62, 0.71, -0.32, -0.08, -0.33, -0.32, 0.16, 0.29, 0.27, 0.25, -0.58, 0.67, -0.33, -0.31, -0.35, -0.27, 0.27, 0.26, 0.31, 0.32, -0.60, 0.78, -0.35, -0.07, -0.37, -0.37, 0.27, 0.22, 0.23, 0.26, -0.55, 0.65, -0.35, -0.23, -0.17, -0.31, 0.29, 0.17, 0.31, 0.19, -0.58, 0.70, -0.34, -0.25, -0.27, -0.29, 0.30, 0.19, 0.30, 0.24],
  "max_force_ha_per_bohr": 0.12094,
  "e_above_lowest_ev": 6.8147,
  "energy_ha": -2739.331357,
  "e_lumo_ev": -0.15,
  "multiplicity": 1,
  "total_charge": 0,
  "smiles": "O=C1OCCO1.O=C1OCCO1.O=C1OCCO1.O=C1OCCO1.O=C1OCCO1.O=C1OCCO1.O=C1OCCO1.O=C1OCCO1",
  "gap_ev": 10.52
}


{
  "formula": "C19H48BrF9N4O15S3V",
  "method": "wB97M-V/def2-TZVPD",
  "species": ["O", "V", "O", "C", "C", "C", "O", "C", "N", "H", "H", "H", "H", "H", "H", "H", "H", "H", "H", "H", "H", "C", "C", "C", "O", "C", "N", "H", "H", "H", "H", "H", "H", "H", "H", "H", "H", "H", "H", "C", "C", "C", "O", "C", "N", "H", "H", "H", "H", "H", "H", "H", "H", "H", "H", "H", "H", "C", "C", "C", "O", "C", "N", "H", "H", "H", "H", "H", "H", "H", "H", "H", "H", "H", "H", "C", "F", "F", "F", "S", "O", "O", "O", "C", "F", "F", "F", "S", "O", "O", "O", "C", "F", "F", "F", "S", "O", "O", "O", "Br"],
  "coordinates": [[1.333, 1.621, 1.706], [1.436, 2.206, 0.158], [0.574, 1.169, -0.796], [-1.421, 0.274, 3.801], [-2.498, -0.019, 2.771], [-2.041, -0.531, 1.370], [-3.162, -0.866, 0.560], [-2.959, -1.108, -0.795], [-3.455, -1.123, 3.439], [-3.190, -1.364, 4.384], [-4.435, -0.881, 3.469], [-3.386, -1.933, 2.840], [-0.785, 1.030, 3.342], [-0.985, -0.682, 4.091], [-1.889, 0.690, 4.694], [-3.009, 0.940, 2.697], [-1.395, -1.407, 1.418], [-1.455, 0.298, 0.972], [-3.197, -0.288, -1.472], [-3.607, -1.885, -1.202], [-2.006, -1.609, -0.970], [0.799, -2.409, -0.640], [2.076, -3.006, -1.378], [1.718, -4.302, -2.038], [2.846, -4.779, -2.751], [2.642, -6.085, -3.223], [2.508, -2.096, -2.521], [2.926, -1.265, -2.126], [3.144, -2.631, -3.095], [1.857, -1.881, -3.263], [-0.070, -2.293, -1.288], [1.094, -1.410, -0.319], [0.628, -2.871, 0.332], [2.957, -2.964, -0.738], [0.827, -4.049, -2.612], [1.319, -4.973, -1.277], [2.963, -6.784, -2.451], [3.342, -6.199, -4.051], [1.602, -6.225, -3.518], [-0.545, -5.054, 2.055], [0.551, -5.238, 3.160], [1.529, -4.117, 3.155], [0.856, -2.850, 3.141], [1.712, -1.745, 2.978], [0.127, -5.389, 4.568], [-0.638, -4.761, 4.770], [-0.215, -6.317, 4.775], [0.956, -5.272, 5.132], [-0.124, -5.326, 1.087], [-1.028, -4.083, 1.946], [-1.424, -5.694, 2.138], [1.137, -6.127, 2.924], [2.031, -4.098, 2.187], [2.330, -4.302, 3.870], [2.312, -1.507, 3.856], [1.091, -0.860, 2.842], [2.252, -1.859, 2.039], [-4.313, 3.191, -1.234], [-3.269, 3.711, -2.273], [-2.465, 2.495, -2.883], [-3.346, 1.536, -3.413], [-2.548, 0.509, -3.995], [-3.980, 4.442, -3.476], [-3.400, 4.586, -4.290], [-4.846, 4.030, -3.792], [-4.237, 5.338, -3.088], [-3.926, 2.572, -0.424], [-5.065, 2.667, -1.824], [-4.934, 3.988, -0.824], [-2.630, 4.529, -1.941], [-1.944, 1.971, -2.082], [-1.625, 2.865, -3.472], [-3.219, -0.332, -4.170], [-1.960, 0.122, -3.163], [-1.853, 0.889, -4.743], [5.198, 4.379, 1.435], [5.207, 3.508, 2.478], [5.911, 5.400, 1.727], [5.566, 3.917, 0.285], [3.439, 4.999, 1.346], [3.427, 6.034, 0.291], [2.565, 3.904, 0.936], [3.146, 5.624, 2.648], [3.364, 1.938, -3.985], [3.475, 1.959, -5.312], [2.975, 0.672, -3.793], [4.537, 2.110, -3.366], [2.000, 3.159, -3.409], [0.740, 2.588, -3.905], [2.011, 3.259, -1.943], [2.322, 4.508, -4.040], [-0.361, 5.416, 2.304], [0.451, 6.240, 1.674], [0.324, 4.569, 3.151], [-1.090, 6.302, 2.979], [-1.352, 4.242, 1.066], [-2.111, 3.287, 1.948], [-2.218, 5.109, 0.280], [-0.309, 3.529, 0.307], [3.782, 0.525, -0.157]],
  "mulliken_charge": [-0.45, 1.51, 0.24, -1.35, 0.08, 0.57, -0.52, 0.59, -0.12, 0.35, 0.36, 0.32, 0.13, 0.48, 0.44, 0.32, -0.34, 0.05, 0.08, 0.39, -0.55, -0.47, 0.23, -0.96, -0.42, -0.76, -0.10, 0.01, 0.41, 0.37, 0.18, -0.14, -0.13, 0.34, 0.48, 0.45, 0.27, 0.27, 0.36, -0.90, 0.15, -0.63, -0.20, -0.49, -0.08, 0.31, 0.38, 0.36, 0.18, 0.00, 0.48, 0.34, 0.19, 0.41, 0.32, -0.22, 0.33, -1.42, 0.01, -0.24, -0.46, -0.34, -0.20, 0.34, 0.35, 0.38, 0.09, 0.57, 0.35, 0.44, -0.05, 0.59, 0.32, -0.14, 0.36, 0.52, -0.23, -0.19, -0.19, 1.29, -0.75, -0.49, -0.70, 0.48, -0.23, -0.24, -0.19, 1.03, -0.70, -0.81, -0.70, 0.38, -0.17, -0.20, -0.23, 1.14, -0.72, -0.67, -0.52, -0.71],
  "max_force_ha_per_bohr": 0.10921,
  "e_above_lowest_ev": 7.0497,
  "energy_ha": -7711.293083,
  "e_lumo_ev": -4.52,
  "multiplicity": 1,
  "total_charge": 1,
  "gap_ev": 4.08
}


{
  "formula": "C11H23GaNO20S6",
  "method": "wB97M-V/def2-TZVPD",
  "species": ["S", "C", "N", "Ga", "H", "H", "H", "C", "C", "O", "S", "O", "O", "O", "H", "H", "H", "H", "C", "C", "O", "S", "O", "O", "O", "H", "H", "H", "H", "C", "C", "O", "S", "O", "O", "O", "H", "H", "H", "H", "C", "C", "O", "S", "O", "O", "O", "H", "H", "H", "H", "C", "C", "O", "S", "O", "O", "O", "H", "H", "H", "H"],
  "coordinates": [[0.293, -4.414, 1.455], [-1.221, -4.965, 1.521], [-2.308, -5.416, 1.531], [-3.967, -4.178, 1.563], [-5.254, -5.135, 1.406], [-3.969, -3.472, 2.980], [-3.799, -3.175, 0.343], [-0.436, 1.519, 1.279], [-1.075, 1.337, -0.084], [-2.118, 0.388, 0.144], [-2.724, 0.563, 1.609], [-3.913, 1.338, 1.544], [-2.679, -0.688, 2.258], [-1.559, 1.508, 2.176], [0.228, 0.691, 1.529], [0.097, 2.459, 1.380], [-0.401, 0.932, -0.828], [-1.507, 2.271, -0.451], [2.417, 0.922, -3.775], [3.754, 1.425, -3.264], [3.387, 2.339, -2.216], [2.073, 1.825, -1.476], [2.422, 1.118, -0.302], [1.157, 2.910, -1.438], [1.625, 0.779, -2.583], [1.934, 1.647, -4.431], [2.478, -0.043, -4.269], [4.328, 1.966, -4.010], [4.355, 0.622, -2.836], [3.909, 6.818, -1.709], [2.878, 6.232, -2.651], [3.420, 6.499, -3.958], [5.006, 6.408, -3.915], [5.435, 5.124, -4.341], [5.534, 7.574, -4.523], [5.162, 6.485, -2.335], [3.828, 7.903, -1.636], [3.883, 6.375, -0.717], [1.904, 6.704, -2.566], [2.777, 5.153, -2.522], [-8.195, -7.895, 1.099], [-7.332, -7.802, -0.143], [-8.109, -6.975, -1.027], [-8.884, -5.865, -0.181], [-8.130, -4.671, -0.166], [-10.245, -5.871, -0.589], [-8.737, -6.578, 1.237], [-9.015, -8.606, 0.972], [-7.627, -8.132, 1.994], [-7.167, -8.762, -0.622], [-6.380, -7.308, 0.062], [4.589, 0.173, 4.241], [5.442, 0.112, 2.989], [4.876, 1.126, 2.146], [4.339, 2.337, 3.027], [5.308, 3.373, 3.060], [3.000, 2.602, 2.649], [4.362, 1.582, 4.428], [3.629, -0.325, 4.105], [5.090, -0.219, 5.121], [5.379, -0.842, 2.474], [6.484, 0.361, 3.194]],
  "mulliken_charge": [-0.48, 0.21, -0.35, 0.26, -0.20, -0.20, -0.22, -0.22, 0.11, -0.34, 1.04, -0.57, -0.45, -0.36, 0.27, 0.28, -0.03, 0.27, -0.35, -0.39, -0.29, 1.06, -0.45, -0.51, -0.32, 0.27, 0.32, 0.33, 0.28, -0.35, -0.02, -0.31, 1.11, -0.53, -0.55, -0.31, 0.29, 0.34, 0.31, 0.03, -0.31, -0.23, -0.33, 1.09, -0.47, -0.57, -0.29, 0.28, 0.30, 0.28, 0.26, -0.34, -0.33, -0.25, 1.05, -0.58, -0.42, -0.32, 0.30, 0.30, 0.32, 0.27],
  "max_force_ha_per_bohr": 0.01074,
  "energy_ha": -6306.338495,
  "e_lumo_ev": 1.58,
  "multiplicity": 1,
  "total_charge": -1,
  "gap_ev": 6.49
}


{
  "formula": "C2H3N8",
  "method": "wB97M-V/def2-TZVPD",
  "species": ["C", "C", "N", "N", "N", "N", "N", "N", "N", "N", "H", "H", "H"],
  "coordinates": [[1.084, 0.188, 0.158], [-0.612, 0.384, 0.751], [1.979, 0.992, 0.726], [1.583, -0.598, -0.791], [3.090, 0.648, 0.128], [2.874, -0.287, -0.802], [-0.960, -0.891, 1.204], [-1.575, -1.505, 0.340], [-1.336, 0.609, -0.478], [-1.945, -0.675, -0.722], [-0.405, 1.055, 1.550], [-2.098, 1.280, -0.473], [-1.678, -1.199, -1.591]],
  "mulliken_charge": [0.41, 0.10, -0.31, -0.33, -0.45, -0.42, -0.15, -0.31, -0.31, -0.20, 0.41, 0.26, 0.30],
  "max_force_ha_per_bohr": 0.12272,
  "e_above_lowest_ev": 1.4357,
  "energy_ha": -515.971226,
  "e_lumo_ev": 3.86,
  "multiplicity": 1,
  "total_charge": -1,
  "gap_ev": 8.57
}


What is the formula in the second record? C19H48BrF9N4O15S3V


What is the formula in the fourth record? C2H3N8


Look up the multiplicity of the second one. 1